Computed, not measured: a gas-phase ion, C4H9N2O (charge +1) at a distorted geometry, with wB97M-V/def2-TZVPD.

The SMILES is NC(=O)C1([NH3+])CC1. The energy relative to the best compared isomer or geometry (same formula, charge and spin) is 232.0 kJ/mol. For the HOMO energy, the calculation gives -15.3 eV. The calculation puts the HOMO-LUMO gap at 12.353 eV.

```
! RIJCOSX wB97M-V def2-TZVPD def2/J DEFGRID3
* xyz 1 1
N -1.8821 1.4253 -0.2337
C -0.9671 1.1539 0.5833
O -0.8376 1.5103 1.7544
C 0.2089 -0.0993 0.2127
N 1.1119 0.1057 1.3581
C 0.7912 -0.3271 -1.1912
C 0.0362 -1.3964 -0.4833
H -1.9242 0.9734 -1.1158
H -2.6396 2.0165 0.0534
H 0.3898 0.9687 1.8450
H 2.1525 0.3795 1.1468
H 1.0166 -0.6449 2.0407
H 1.8810 -0.5389 -1.2673
H 0.2941 0.0190 -2.1856
H -1.0102 -1.6714 -0.7581
H 0.4775 -2.3447 -0.0312
*
```

Here are the Mulliken charges for atoms 1 to 2, given in e: N -0.2382; C 0.4073